[1]
This record from the Open Molecules 2025 dataset describes a molecular structure, C32H34BCl2N8O8Ta. The level of theory is ωB97M-V/def2-TZVPD.

The orbital gap is 7.016 eV. The calculation puts the energy relative to the best compared isomer or geometry (same formula, charge and spin) at 1.7 kcal per mole. The molar mass comes out at 921.34 g mol⁻¹. Its total charge is +2.

Each line ends with the Löwdin charge.
Atoms and positions in Å:
C (-5.300, 0.752, 0.803)  -0.10
H (3.745, 3.690, 1.017)  0.09
C (4.033, 2.691, 0.685)  -0.03
C (-0.877, -0.829, -4.321)  -0.03
C (2.778, -2.745, -2.979)  0.02
H (-1.044, -2.029, 4.283)  0.10
C (2.199, -1.969, -3.959)  0.04
C (4.252, 1.910, 3.051)  -0.05
O (-5.644, 2.753, 1.974)  0.09
H (-6.778, -0.814, 0.886)  0.15
H (1.548, -5.123, 0.832)  0.16
O (1.478, 1.378, -1.402)  -0.14
Cl (-0.267, 2.459, 3.566)  0.82
C (0.016, 5.341, 0.793)  -0.62
H (-3.805, 2.222, 0.502)  0.14
H (-2.903, -3.170, 2.990)  0.09
H (-1.382, -1.229, -3.432)  0.07
H (1.341, 3.233, -2.184)  0.16
C (0.451, -0.128, -4.010)  -0.37
H (3.311, -3.841, -0.438)  0.14
C (3.533, 1.678, 1.717)  -0.36
O (-6.766, -2.889, -0.390)  0.13
N (1.419, -1.309, -1.980)  -0.04
H (-0.850, -4.581, 2.267)  0.13
H (3.671, 2.515, -0.336)  0.07
C (-1.545, -1.704, 2.125)  -0.35
H (-0.675, -1.630, -4.999)  0.09
H (-1.706, -0.836, 1.512)  0.09
C (4.812, -0.565, 1.575)  0.03
C (1.067, 0.383, -5.293)  -0.05
Cl (0.009, 7.083, 0.770)  0.76
O (-1.839, 1.888, -1.464)  0.15
C (-3.363, 0.301, -0.476)  -0.10
N (2.849, -0.472, 0.490)  -0.03
N (2.298, -2.359, -1.795)  0.00
Ta (0.804, -0.184, -0.269)  2.03
O (-4.810, -3.482, -1.098)  0.10
H (2.378, -2.071, -5.032)  0.14
H (5.123, 2.622, 0.664)  0.10
H (-3.154, -2.911, 1.300)  0.08
C (-0.089, 4.681, 1.978)  -0.04
O (-7.282, 1.323, 1.796)  0.12
C (0.562, 3.222, -0.223)  -0.14
N (-6.141, 1.693, 1.595)  -0.32
C (-0.245, -3.923, 1.656)  0.04
C (0.400, 2.520, 0.993)  -0.33
H (-3.693, -1.721, 2.485)  0.09
H (-3.333, -1.648, -1.438)  0.13
C (4.585, -1.779, 0.964)  0.00
C (-3.858, -0.952, -0.814)  0.07
H (3.938, 1.203, 3.804)  0.09
C (-4.103, 1.195, 0.304)  0.09
H (2.063, 0.751, -5.167)  0.08
H (5.231, -2.668, 0.967)  0.16
O (-1.021, -0.092, -0.779)  -0.20
H (3.548, -3.519, -3.031)  0.16
H (-1.836, -0.555, 3.908)  0.08
B (2.663, -2.836, -0.404)  -0.52
C (-2.890, -2.409, 2.238)  -0.04
C (0.061, 3.278, 2.103)  -0.55
H (1.122, -0.372, -6.043)  0.08
O (0.515, 1.190, 1.065)  -0.22
N (0.492, -2.070, 0.682)  -0.05
C (-2.036, 0.785, -0.991)  -0.44
N (1.378, -3.085, 0.412)  -0.01
N (-5.592, -2.684, -0.627)  -0.34
H (0.434, 1.203, -5.673)  0.11
H (5.334, 1.787, 2.953)  0.09
C (-5.085, -1.325, -0.305)  -0.11
H (4.080, 2.934, 3.425)  0.10
C (1.149, 2.608, -1.326)  -0.08
N (3.432, -1.716, 0.308)  -0.01
C (-5.805, -0.499, 0.535)  0.10
C (1.374, -1.080, -3.305)  -0.23
H (-1.575, -0.115, -4.775)  0.10
C (3.725, 0.242, 1.273)  -0.20
H (0.233, 0.728, -3.364)  0.11
C (0.314, 4.612, -0.331)  0.02
H (0.454, 5.062, -1.286)  0.13
H (5.671, -0.298, 2.196)  0.13
C (-0.482, -2.572, 1.506)  -0.20
C (0.938, -4.211, 0.978)  0.02
C (-1.093, -1.247, 3.524)  -0.04
H (-0.265, 5.235, 2.870)  0.12
H (-0.150, -0.740, 3.533)  0.06
H (2.469, 1.839, 1.885)  0.09

Cartesian forces (eV/Å) of the 6 atoms listed first:
C -0.3 0.4 0.2
H 0.1 0.0 -0.2
C 0.2 -0.2 -0.1
C -0.4 0.6 0.6
C 0.2 -0.1 0.6
H 0.0 -0.4 -0.4

=====

[2]
This record from the Open Molecules 2025 dataset describes a molecular structure, C32H34BI2N9Re. The level of theory is ωB97M-V/def2-TZVPD.

As for the spin multiplicity: 4. The orbital gap (alpha / beta) is 7.712 / 6.237 eV. The molar mass comes out at 995.51 g mol⁻¹. Its total charge is +2.

Each line ends with the Mulliken spin population.
Atoms and positions in Å:
H (-2.321, -0.464, 0.688)  0.00
C (-3.754, 1.232, 0.767)  0.01
C (0.714, 0.238, -1.997)  0.01
C (2.865, -1.121, -1.920)  -0.01
H (-3.577, -2.855, -3.578)  0.00
C (5.000, 0.888, 1.579)  0.01
C (-2.430, -5.005, -2.583)  0.00
N (-0.284, -2.175, -1.614)  0.02
H (-4.093, 3.441, 0.960)  0.00
H (2.731, -1.111, -0.839)  0.00
C (-0.190, 1.045, -2.686)  -0.02
H (-2.192, -7.066, -2.053)  0.00
C (-1.810, -6.062, -1.932)  0.00
C (-1.230, -3.690, 2.680)  0.00
H (-0.636, 2.061, -4.516)  0.00
H (1.533, 4.828, 4.749)  0.00
H (-2.845, -1.745, -2.415)  0.00
C (-0.276, 5.134, -1.048)  0.02
H (1.950, 2.957, -1.989)  0.00
C (-3.448, 2.580, 0.904)  0.03
C (-0.054, -1.418, -0.532)  -0.06
H (-4.729, 0.784, 0.689)  0.00
C (-0.094, -1.535, 1.951)  0.07
H (0.997, -0.788, 5.557)  0.00
C (1.458, 3.169, 3.289)  -0.01
H (2.747, -2.149, -2.270)  0.00
C (1.068, 4.343, 3.910)  0.00
B (-1.289, 4.014, 1.069)  0.03
I (4.523, 0.447, 3.595)  0.00
C (-0.055, -2.148, 4.265)  0.07
H (-2.015, -2.124, -3.925)  0.00
C (0.731, 4.823, -1.945)  0.00
Re (0.536, 1.323, 0.833)  2.86
H (-2.080, -3.503, 2.018)  0.00
C (1.889, -0.213, -2.617)  0.00
H (-0.199, -6.660, -0.651)  0.00
N (-2.123, 2.714, 0.973)  0.00
H (-0.730, -2.914, 0.581)  -0.01
H (-1.109, 1.344, -2.196)  0.00
C (0.652, -0.988, 4.552)  -0.03
H (-0.218, -1.699, -2.502)  0.00
C (0.873, -0.065, 3.551)  -0.02
I (3.405, 1.708, 0.362)  -0.01
C (0.065, 1.428, -3.990)  0.00
H (1.436, 1.288, -5.634)  0.00
C (-0.059, 4.749, 3.213)  0.04
H (5.322, -0.022, 1.088)  0.00
N (-0.413, 4.115, -0.191)  -0.04
H (3.026, -0.150, -4.425)  0.00
C (-0.822, -3.495, -1.662)  0.00
C (1.229, 0.997, -4.613)  0.01
N (0.617, 2.875, 2.285)  -0.04
H (2.311, 2.553, 3.524)  0.00
H (0.713, -4.376, -0.438)  0.00
N (0.390, -0.164, -0.648)  0.14
N (-1.548, 1.496, 0.887)  0.03
C (-0.445, -2.436, 2.967)  -0.03
H (-3.290, -5.192, -3.213)  0.00
N (-0.356, -1.976, 0.647)  0.03
C (2.123, 0.187, -3.931)  0.00
C (-0.193, -4.550, -1.008)  0.00
C (-0.696, -5.833, -1.140)  0.00
H (-0.688, 5.613, 3.351)  0.00
C (-1.956, -3.706, -2.456)  0.00
H (1.088, 5.416, -2.769)  0.00
H (-0.885, 6.019, -0.962)  0.00
H (3.889, -0.822, -2.146)  0.00
H (-1.628, -4.087, 3.611)  0.00
H (-0.302, -2.838, 5.061)  0.00
C (1.173, 3.565, -1.554)  -0.01
C (-2.529, 0.589, 0.761)  0.00
N (-0.311, 3.860, 2.249)  -0.02
H (-0.605, -4.470, 2.237)  0.00
H (1.347, 0.861, 3.830)  0.01
C (0.486, -0.279, 2.219)  -0.12
H (-1.987, 4.962, 1.198)  0.00
C (-2.636, -2.545, -3.128)  0.00
N (0.474, 3.143, -0.494)  0.05
H (5.771, 1.649, 1.563)  0.00

Cartesian forces (eV/Å) of the 6 atoms listed first:
H 0.1 0.0 0.0
C 0.1 0.0 0.0
C 0.1 0.2 -0.3
C 0.0 0.0 -0.1
H 0.0 0.0 0.0
C -0.2 -0.3 0.4

=====

[3]
This record from the Open Molecules 2025 dataset describes a molecular structure, C32H34BrN8O7P2S3Ti. The level of theory is ωB97M-V/def2-TZVPD.

As for the spin multiplicity: 2. The orbital gap (alpha / beta) is 5.538 / 5.798 eV. The calculation puts the energy relative to the best compared isomer or geometry (same formula, charge and spin) at 14.1 kcal per mole. The molar mass comes out at 928.59 g mol⁻¹. Its total charge is 0.

Each line ends with the Mulliken spin population.
Atoms and positions in Å:
H (-5.137, 0.149, -3.794)  0.00
H (4.895, 1.529, -3.099)  0.00
C (3.947, -4.755, -1.371)  0.00
C (0.974, 2.307, 4.589)  0.00
C (3.597, -3.851, 0.826)  0.00
C (-1.524, -1.010, -3.437)  0.00
H (-1.485, -4.707, -0.632)  0.00
C (-3.703, -1.393, 3.388)  0.00
C (-2.034, -3.975, 1.319)  0.00
C (1.204, 0.955, 4.528)  0.00
H (-3.715, -0.109, -5.837)  0.00
C (-0.603, 2.749, 1.202)  0.01
H (-0.495, -1.310, -3.270)  0.00
C (-1.721, -3.761, -0.143)  0.00
H (2.056, 3.639, -2.833)  0.00
C (-2.864, -0.168, 3.082)  0.00
H (-1.990, 5.611, 0.074)  0.00
Ti (0.619, 0.067, -0.054)  0.96
H (0.325, -3.256, 0.268)  0.00
H (3.718, -3.912, 1.901)  0.00
C (0.060, 4.345, 3.448)  0.00
N (-0.837, -1.505, 0.365)  -0.03
N (-2.175, -2.667, 1.949)  0.00
H (-2.589, -3.321, -0.643)  0.00
H (-3.376, -3.533, 3.381)  0.00
H (-4.525, -1.465, 2.672)  0.00
C (-3.312, -0.328, -4.857)  0.00
N (0.426, 0.855, 2.264)  0.00
C (-4.111, -0.183, -3.734)  0.00
H (-1.923, 1.627, -1.546)  0.00
O (4.258, 0.397, -0.425)  0.00
C (-0.543, -2.819, -0.236)  0.01
H (3.941, 3.545, -0.993)  0.00
S (1.896, -1.313, -1.793)  -0.01
H (-2.133, -0.008, 3.889)  0.00
P (1.114, 1.343, -3.057)  0.00
C (2.770, -2.658, -1.103)  -0.01
C (2.934, -2.750, 0.283)  0.01
N (0.296, 5.214, 4.417)  0.00
Br (-4.542, -0.230, -0.907)  0.00
C (-0.965, 4.091, 1.188)  0.00
H (1.204, 2.895, 5.468)  0.00
S (-0.265, 6.634, 3.905)  0.00
P (3.276, 1.571, -0.722)  0.00
C (-3.520, -0.474, -2.513)  0.00
O (2.933, 3.313, -2.575)  0.00
O (0.469, 2.842, -3.310)  0.00
C (0.398, 2.929, 3.478)  0.00
N (-2.289, -0.877, -2.347)  0.01
O (2.031, 1.572, 0.116)  0.00
S (2.336, -1.464, 1.327)  -0.02
C (3.889, 1.262, -3.428)  0.00
H (1.624, 0.412, 5.362)  0.00
H (3.157, -3.590, -2.990)  0.00
H (0.287, 2.918, -4.258)  0.00
H (4.340, -5.528, -2.018)  0.00
N (-0.836, 6.208, 2.461)  0.00
C (0.918, 0.266, 3.346)  0.00
H (-1.882, 0.444, 1.306)  0.00
H (1.119, -0.793, 3.261)  0.00
H (-1.331, -0.842, -5.557)  0.00
C (-1.670, 2.352, -0.786)  0.02
C (-0.590, 4.915, 2.326)  0.00
H (3.803, -0.311, 0.104)  0.00
H (-2.980, -4.507, 1.457)  0.00
N (-2.212, -0.360, 1.808)  0.00
O (4.202, 2.816, -0.399)  0.00
H (-3.480, 0.729, 3.016)  0.00
C (2.845, 1.866, -2.496)  0.00
O (1.108, 0.634, -4.345)  0.00
C (-1.995, -0.741, -4.710)  0.00
H (-1.247, -4.560, 1.807)  0.00
H (-0.256, -2.656, -1.269)  -0.01
C (-1.696, -1.536, 1.352)  0.02
C (-2.074, 3.682, -0.883)  0.00
H (-2.047, -2.597, 4.049)  0.00
O (0.291, 0.850, -1.867)  -0.02
H (-4.122, -1.336, 4.393)  0.00
C (-1.707, 4.567, 0.104)  0.01
H (3.727, 1.653, -4.432)  0.00
C (-2.808, -2.611, 3.258)  0.00
H (3.793, 0.178, -3.446)  0.00
H (-2.658, 3.995, -1.737)  0.00
C (0.123, 2.161, 2.353)  0.01
C (4.101, -4.849, 0.008)  0.00
H (4.612, -5.698, 0.444)  0.00
C (3.286, -3.667, -1.917)  0.00
N (-0.940, 1.898, 0.226)  0.02

Cartesian forces (eV/Å) of the 6 atoms listed first:
H 0.0 0.0 0.0
H 0.0 0.0 0.0
C 0.0 0.0 0.0
C -0.1 0.0 -0.1
C 0.0 0.0 0.0
C 0.0 0.0 0.0

=====

| no. | F_max (eV/A) |
| --- | --- |
| 1 | 2.109 |
| 2 | 0.913 |
| 3 | 0.990 |